No. 1
ORCA calculation (ωB97M-V with the def2-TZVPD basis set) on a molecular structure, C35H32N4O2PSSe2Sn in a non-equilibrium geometry.

```
! RIJCOSX wB97M-V def2-TZVPD def2/J DEFGRID3
* xyz 1 1
Sn 2.34 0.56 -1.37
O 3.05 -0.64 -3.28
C 2.59 -1.61 -3.96
C 3.49 -2.37 -4.80
C 3.21 -3.70 -4.99
C 1.93 -4.22 -4.75
C 0.93 -3.39 -4.27
C 1.20 -2.04 -3.97
C 0.07 -1.21 -3.73
N 0.22 -0.08 -3.11
C -0.78 0.95 -3.03
C -0.33 2.05 -2.05
N 1.15 2.27 -2.07
C 1.58 3.28 -2.74
C 2.88 3.54 -3.20
C 3.07 4.48 -4.22
C 4.35 4.91 -4.56
C 5.44 4.21 -4.02
C 5.27 3.30 -3.01
C 4.02 2.84 -2.61
O 3.97 1.85 -1.72
H 4.44 -1.97 -5.14
H 3.89 -4.46 -5.42
H 1.67 -5.26 -4.89
H -0.06 -3.80 -4.38
H -0.94 -1.45 -4.08
H -1.72 0.53 -2.61
H -1.01 1.35 -4.03
H -0.58 1.78 -1.03
H -0.87 3.06 -2.25
H 0.88 4.12 -3.05
H 2.22 4.77 -4.81
H 4.44 5.79 -5.20
H 6.44 4.41 -4.35
H 6.13 2.81 -2.55
Se -0.64 -1.61 1.50
P -2.69 -2.25 1.15
Se -3.37 -3.19 -0.72
C -3.70 -0.82 1.38
C -4.24 -0.11 0.33
C -5.02 1.01 0.63
C -5.49 1.27 1.92
C -4.88 0.61 3.00
C -3.97 -0.42 2.71
C -3.12 -3.48 2.43
C -4.47 -3.67 2.70
C -4.77 -4.70 3.59
C -3.78 -5.57 4.04
C -2.42 -5.23 3.86
C -2.09 -4.13 3.11
H -3.98 -0.51 -0.69
H -5.39 1.67 -0.17
H -6.44 1.82 2.02
H -5.02 0.84 4.04
H -3.43 -0.92 3.55
H -5.28 -3.17 2.15
H -5.79 -4.97 3.88
H -3.92 -6.48 4.60
H -1.59 -5.81 4.27
H -1.07 -3.81 2.88
N 3.19 -0.83 2.01
C 2.25 0.12 2.26
S 1.87 1.29 1.17
N 1.60 0.11 3.43
C 1.06 1.32 3.93
C 1.85 2.32 4.49
C 1.26 3.41 5.09
C -0.14 3.54 5.19
C -0.91 2.54 4.55
C -0.28 1.54 3.86
H 3.59 -0.78 1.11
H 3.65 -1.35 2.76
H 1.69 -0.66 4.09
H 2.94 2.33 4.36
H 1.84 4.25 5.37
H -0.60 4.33 5.69
H -2.00 2.58 4.53
H -0.86 0.89 3.21
*
```

HOMO-LUMO gap (alpha / beta): 4.6 / 4.4 eV
LUMO level (alpha / beta): -0.1855 / -0.1881 Eh

***

No. 2
ORCA calculation (ωB97M-V with the def2-TZVPD basis set) on a molecular structure, C35H32N7O6SSbSe4Tc in a non-equilibrium geometry.

```
! RIJCOSX wB97M-V def2-TZVPD def2/J DEFGRID3
* xyz 1 1
Tc -0.40 -0.49 0.66
C -6.36 1.38 -2.25
O -6.60 0.10 -2.81
C -5.58 -0.49 -3.49
C -5.85 -1.75 -4.03
C -4.87 -2.42 -4.72
C -3.60 -1.87 -4.84
C -3.34 -0.60 -4.35
C -4.34 0.11 -3.69
N -2.65 -2.64 -5.61
N -1.44 -2.54 -5.42
C -0.88 -1.96 -4.22
C 0.16 -1.10 -4.33
C 0.80 -0.56 -3.18
C 0.40 -0.93 -1.94
O 1.03 -0.57 -0.77
C -0.67 -1.86 -1.80
N -1.02 -2.16 -0.51
C -1.93 -3.09 -0.31
C -2.55 -3.75 -1.38
C -2.23 -3.42 -2.67
C -1.26 -2.43 -2.93
H -7.24 1.62 -1.66
H -6.22 2.13 -3.03
H -5.48 1.36 -1.60
H -6.84 -2.17 -3.89
H -5.06 -3.39 -5.16
H -2.38 -0.13 -4.51
H -4.13 1.11 -3.35
H 0.49 -0.80 -5.32
H 1.61 0.15 -3.29
H -2.19 -3.32 0.72
H -3.29 -4.51 -1.17
H -2.72 -3.93 -3.49
Se -3.13 -3.57 5.44
Sb -1.08 -2.97 4.49
Se -2.52 0.38 1.22
Se -1.33 -1.33 2.69
Se 0.90 -4.21 4.87
N 5.69 7.78 -1.57
C 5.03 6.97 -1.10
C 4.19 5.96 -0.51
C 4.19 5.78 0.87
C 3.38 4.82 1.44
C 2.57 4.05 0.62
C 2.56 4.21 -0.75
C 3.38 5.17 -1.32
N 1.71 3.06 1.20
C 0.94 3.20 2.34
C 0.28 2.03 2.49
N 0.65 1.17 1.47
C 1.50 1.84 0.71
H 4.83 6.40 1.49
H 3.38 4.66 2.51
H 1.90 3.62 -1.37
H 3.37 5.33 -2.39
H 0.91 4.12 2.91
H -0.45 1.75 3.24
H 1.97 1.44 -0.17
C 1.76 -0.39 5.96
N 2.23 -1.15 4.77
C 3.56 -1.76 5.02
C 2.10 -0.31 3.51
C 2.37 -1.11 2.27
C 3.72 -1.40 2.02
C 4.11 -2.32 1.07
C 3.12 -3.01 0.38
C 1.80 -2.65 0.54
C 1.39 -1.64 1.43
H 1.66 -1.09 6.79
H 0.78 0.04 5.74
H 2.47 0.39 6.20
H 1.60 -1.97 4.66
H 4.32 -0.98 5.05
H 3.77 -2.48 4.24
H 3.51 -2.28 5.97
H 2.79 0.52 3.64
H 1.08 0.06 3.52
H 4.48 -0.89 2.61
H 5.16 -2.52 0.89
H 3.38 -3.78 -0.33
H 1.06 -3.16 -0.06
O -2.23 2.57 -2.24
S -2.04 1.43 -1.39
O -2.41 0.16 -1.94
O -0.67 1.34 -0.72
O -3.00 1.63 -0.09
*
```

HOMO-LUMO gap: 4.3 eV
LUMO level: -0.1978 Eh